DFT (ωB97M-V with the def2-TZVPD basis set) results for 2 unconnected molecules or ions with the total composition C2H6NO2.

total energy = -284.76885 a.u.
total charge = +1
energy relative to the best compared isomer or geometry (same formula, charge and spin) = 91.69 kJ/mol
highest occupied orbital energy = -15.175 eV
gap between HOMO and LUMO = 9.88 eV
spin multiplicity = 1

Positions of all 11 atoms, in Å:
1 C 0.979 0.183 2.440
2 N 0.756 0.750 1.330
3 H 1.773 0.536 3.086
4 H 0.559 -0.797 2.642
5 H 0.145 0.306 0.625
6 H 0.926 1.732 1.125
7 O -0.065 -0.303 -1.042
8 C -0.734 -0.354 -2.040
9 O -1.901 -0.977 -2.126
10 H -0.375 0.091 -2.980
11 H -2.063 -1.168 -3.062

=====

DFT (ωB97M-V with the def2-TZVPD basis set) results for a single C2H6NO2P molecule.

total energy = -626.25260 a.u.
energy relative to the best compared isomer or geometry (same formula, charge and spin) = 440.56 kJ/mol
SMILES = C[C@H](P)[N+](=O)[O-]
highest occupied orbital energy = -10.388 eV
gap between HOMO and LUMO = 10.70 eV
spin multiplicity = 1

Positions of all 12 atoms, in Å:
1 C 0.644 0.872 0.606
2 C -0.296 -0.239 0.169
3 P 0.470 -1.352 -1.164
4 N -1.563 0.205 -0.414
5 O -2.587 -0.343 -0.093
6 O -1.497 1.169 -1.136
7 H 1.232 1.279 -0.165
8 H 0.094 1.623 0.995
9 H 1.332 0.603 1.500
10 H -0.380 -0.858 1.067
11 H 1.663 -0.695 -1.097
12 H 0.888 -2.265 -0.267

=====

DFT (ωB97M-V with the def2-TZVPD basis set) results for a molecular structure, C2H6NO2P.

total energy = -626.20081 a.u.
energy relative to the best compared isomer or geometry (same formula, charge and spin) = 576.54 kJ/mol
highest occupied orbital energy = -8.946 eV
gap between HOMO and LUMO = 9.38 eV
spin multiplicity = 1

Positions of all 12 atoms, in Å:
1 C 0.134 1.679 0.136
2 C 0.806 0.363 0.082
3 N 2.053 0.233 -0.201
4 O 2.343 -1.107 -0.010
5 O 2.949 0.989 -0.438
6 P 0.439 -1.446 0.200
7 H -0.611 1.573 0.952
8 H 0.945 2.445 0.434
9 H -0.250 2.078 -0.843
10 H -0.942 -1.700 0.661
11 H 0.573 -2.323 -0.985
12 H 0.791 -1.882 1.380

=====

DFT (ωB97M-V with the def2-TZVPD basis set) results for 2 unconnected molecules or ions with the total composition C2H6NO3.

total energy = -359.80333 a.u.
total charge = +1
energy relative to the best compared isomer or geometry (same formula, charge and spin) = 611.94 kJ/mol
highest occupied orbital energy = -14.163 eV
gap between HOMO and LUMO = 7.41 eV
spin multiplicity = 1

Positions of all 12 atoms, in Å:
1 C 2.555 -0.524 0.068
2 C -1.362 1.463 0.093
3 N -1.045 -0.711 -0.475
4 O -1.152 -1.920 -0.019
5 O 1.432 -0.633 0.508
6 O -1.236 0.141 0.394
7 H 3.310 -1.197 0.467
8 H 2.713 0.371 -0.570
9 H -1.447 -2.476 -0.758
10 H -1.895 2.009 0.907
11 H -1.640 1.626 -0.937
12 H -0.234 1.850 0.323

=====

DFT (ωB97M-V with the def2-TZVPD basis set) results for 2 unconnected molecules or ions with the total composition C2H6NO3.

total energy = -360.03000 a.u.
total charge = +1
energy relative to the best compared isomer or geometry (same formula, charge and spin) = 16.82 kJ/mol
highest occupied orbital energy = -15.744 eV
gap between HOMO and LUMO = 11.70 eV
spin multiplicity = 1

Positions of all 12 atoms, in Å:
1 C -0.680 -1.225 -0.304
2 C 0.935 1.756 0.378
3 N -1.451 -2.208 0.110
4 O -0.942 -0.589 -1.383
5 O 0.994 0.965 -0.545
6 O 1.823 2.601 0.830
7 H 0.217 1.660 1.195
8 H -2.341 -2.355 -0.336
9 H -1.272 -2.670 1.058
10 H -0.324 0.192 -1.473
11 H 0.316 -0.931 0.104
12 H 2.726 2.805 0.366

=====

DFT (ωB97M-V with the def2-TZVPD basis set) results for 2 unconnected molecules or ions with the total composition C2H6NO3S.

total energy = -758.34844 a.u.
total charge = -1
energy relative to the best compared isomer or geometry (same formula, charge and spin) = 514.56 kJ/mol
highest occupied orbital energy (alpha / beta) = -4.681 / -3.243 eV
gap between HOMO and LUMO (alpha / beta) = 8.35 / 6.32 eV
spin multiplicity = 1

Positions of all 13 atoms, in Å:
1 C -1.011 -0.480 -1.412
2 C -1.668 1.044 0.336
3 N 2.294 0.783 0.581
4 O 2.077 -0.515 2.879
5 O 1.253 -1.604 0.755
6 O -1.956 0.475 -0.920
7 S 1.523 -0.334 1.470
8 H -1.278 -1.433 -0.898
9 H -0.033 -0.066 -1.201
10 H -1.126 -0.692 -2.467
11 H -1.068 1.933 0.164
12 H -1.163 0.316 1.030
13 H 2.156 0.572 -0.318

=====

DFT (ωB97M-V with the def2-TZVPD basis set) results for 2 unconnected molecules or ions with the total composition C2H6NOS.

total energy = -608.02196 a.u.
total charge = -1
energy relative to the best compared isomer or geometry (same formula, charge and spin) = 116.74 kJ/mol
highest occupied orbital energy = -2.549 eV
gap between HOMO and LUMO = 6.54 eV
spin multiplicity = 1

Positions of all 11 atoms, in Å:
1 C -1.742 -1.316 1.769
2 S -1.204 -1.139 -0.001
3 H -1.258 -2.175 2.227
4 H -1.494 -0.409 2.307
5 H -2.827 -1.387 1.706
6 C 1.738 1.369 -0.835
7 N 1.090 0.892 -1.921
8 O 2.589 2.232 -0.819
9 H 1.424 0.863 0.093
10 H 0.275 0.350 -1.675
11 H 1.408 0.718 -2.852

=====

DFT (ωB97M-V with the def2-TZVPD basis set) results for 2 unconnected molecules or ions with the total composition C2H6NOS.

total energy = -608.02808 a.u.
total charge = -1
energy relative to the best compared isomer or geometry (same formula, charge and spin) = 100.68 kJ/mol
highest occupied orbital energy = -2.853 eV
gap between HOMO and LUMO = 7.05 eV
spin multiplicity = 1

Positions of all 11 atoms, in Å:
1 C -3.030 0.292 0.360
2 S -1.575 -0.065 -0.661
3 H -3.618 1.094 -0.095
4 H -3.729 -0.550 0.412
5 H -2.767 0.568 1.385
6 C 2.224 -0.443 0.110
7 N 1.348 0.574 0.034
8 O 3.317 -0.399 0.676
9 H 1.854 -1.327 -0.433
10 H 0.428 0.209 -0.374
11 H 1.557 1.367 0.610

=====

DFT (ωB97M-V with the def2-TZVPD basis set) results for a gas-phase ion, C2H6NOS (charge +1).

total energy = -607.62749 a.u.
total charge = +1
energy relative to the best compared isomer or geometry (same formula, charge and spin) = 135.45 kJ/mol
highest occupied orbital energy = -14.879 eV
gap between HOMO and LUMO = 10.06 eV
spin multiplicity = 1

Positions of all 11 atoms, in Å:
1 C 0.881 -0.318 -0.389
2 C -1.407 0.045 -0.328
3 N -0.141 0.062 0.294
4 O 0.086 0.260 1.650
5 S 2.452 -0.523 0.447
6 H 0.723 -0.401 -1.526
7 H -1.807 1.086 -0.128
8 H -2.148 -0.627 -0.045
9 H -1.421 -0.254 -1.338
10 H -0.445 1.002 1.985
11 H 3.227 -0.333 -0.621

=====

DFT (ωB97M-V with the def2-TZVPD basis set) results for a single C2H6NP molecule.

total energy = -475.81038 a.u.
energy relative to the best compared isomer or geometry (same formula, charge and spin) = 122.72 kJ/mol
SMILES = CN1CP1
highest occupied orbital energy = -9.070 eV
gap between HOMO and LUMO = 9.97 eV
spin multiplicity = 1

Positions of all 10 atoms, in Å:
1 C 0.878 -0.898 -0.164
2 N -0.191 -0.220 0.519
3 C -0.729 0.991 -0.151
4 P -1.797 -0.344 -0.096
5 H 0.740 -1.910 -0.029
6 H 1.051 -0.787 -1.209
7 H 1.931 -0.721 0.430
8 H -0.972 1.905 0.395
9 H -0.207 1.336 -1.050
10 H -2.749 0.155 1.197

=====

DFT (ωB97M-V with the def2-TZVPD basis set) results for 2 unconnected molecules or ions with the total composition C2H6NP.

total energy = -475.68211 a.u.
energy relative to the best compared isomer or geometry (same formula, charge and spin) = 171.41 kJ/mol
highest occupied orbital energy (alpha / beta) = -6.486 / -9.472 eV
gap between HOMO and LUMO (alpha / beta) = 7.71 / 9.61 eV
spin multiplicity = 3

Positions of all 10 atoms, in Å:
1 C 0.830 -0.823 0.441
2 C -0.873 1.163 -0.315
3 N 1.120 -0.479 -0.790
4 P 0.863 0.943 0.286
5 H -1.333 -1.892 1.728
6 H 1.183 -1.671 1.121
7 H -1.099 0.213 -0.913
8 H -0.979 2.147 -0.766
9 H -1.571 1.276 0.546
10 H 1.858 -0.877 -1.338

=====

DFT (ωB97M-V with the def2-TZVPD basis set) results for 2 unconnected molecules or ions with the total composition C2H6NS.

total energy = -532.54931 a.u.
total charge = -2
energy relative to the best compared isomer or geometry (same formula, charge and spin) = 151.42 kJ/mol
highest occupied orbital energy (alpha / beta) = 4.556 / 0.630 eV
gap between HOMO and LUMO (alpha / beta) = 2.45 / 6.35 eV
spin multiplicity = 2

Positions of all 10 atoms, in Å:
1 S -2.454 -0.289 1.196
2 H -3.464 0.528 0.834
3 C 2.792 0.834 -1.409
4 C 1.998 -0.097 -0.720
5 N 0.669 -0.154 -0.474
6 H 2.480 1.820 -1.780
7 H 3.860 0.514 -1.505
8 H 2.532 -0.894 -0.147
9 H 0.039 -0.732 -0.953
10 H 0.381 0.049 0.511